# C6H12

One molecule with the formula C6H12 (ωB97M-V/def2-TZVPD, OMol25).

```
18
Properties=species:S:1:pos:R:3:forces:R:3:lowdin_charge:R:1
C -0.1073 1.3986 -1.0014 0.0 0.0 0.1 -0.0803
C 0.2003 -0.1000 -1.0718 0.0 -0.1 -0.1 -0.4216
C 1.1570 -0.7066 0.0336 0.0 0.1 0.1 -0.2207
C 1.2413 0.0330 1.3733 0.0 0.0 -0.1 -0.1002
C -0.8214 -1.1295 -0.7604 0.0 0.3 0.2 -0.0141
C -1.8093 -0.7131 0.2689 0.0 0.0 0.0 -0.1637
H 0.7810 2.0003 -1.2279 -0.1 -0.2 0.1 0.0791
H -0.4928 1.7218 -0.0297 0.1 -0.1 -0.1 0.0617
H -0.8645 1.6461 -1.7569 0.1 0.0 0.1 0.0801
H 0.6656 -0.3100 -2.0419 -0.1 0.0 0.2 0.1153
H 2.1505 -0.8474 -0.4124 -0.3 0.1 0.1 0.1186
H 1.9270 -0.5196 2.0296 -0.1 0.2 -0.1 0.0748
H 0.2690 0.0768 1.8843 0.3 0.0 -0.2 0.0651
H 1.6230 1.0578 1.2706 -0.1 -0.3 0.0 0.0741
H 0.7937 -1.7342 0.2256 0.2 0.0 0.0 0.0986
H -1.6661 0.1987 0.8698 0.1 -0.2 -0.2 0.0585
H -2.1692 -1.5308 0.9029 0.1 0.1 -0.2 0.0732
H -2.6337 -0.5046 -0.4379 -0.1 0.0 0.1 0.1015
```
Forces are in eV/Å.

For the lowest unoccupied orbital energy, the calculation gives 1.04 eV. The value obtained for the HOMO-LUMO gap is 8.9200 eV. The HOMO energy comes out at -7.8822 eV. The total energy comes out at -235.6738 Eh.

=====

# C6H12

One molecule with the formula C6H12 (ωB97M-V/def2-TZVPD, OMol25).

```
18
Properties=species:S:1:pos:R:3:forces:R:3:lowdin_charge:R:1
C -1.8754 -1.0217 -0.5153 0.4 2.0 1.0 0.0460
C -0.9426 -0.1079 -0.1141 0.1 -2.6 -1.5 -0.3780
C -1.2848 1.2003 0.4331 -1.0 2.3 1.6 -0.0943
C 0.5394 -0.4806 -0.2669 0.5 0.7 0.8 -0.4026
C 1.1307 -0.6709 1.1534 0.6 -0.1 -0.4 -0.0835
C 1.4994 0.4947 -1.0119 -1.4 -0.6 -1.5 -0.0799
H -2.9569 -0.8271 -0.3969 0.7 -0.1 0.0 0.0654
H -1.5929 -1.9577 -0.9486 0.2 -0.4 -0.2 0.0440
H -0.4747 1.7412 1.0479 -1.0 -1.1 -0.9 0.0953
H -2.2064 1.1106 1.1258 1.3 0.4 -1.2 0.1077
H -1.5129 1.8944 -0.4216 0.0 -0.4 0.9 0.0959
H 0.6011 -1.4060 -0.8253 -0.1 -0.4 0.0 0.1144
H 1.1919 0.3243 1.6072 -0.3 -0.2 0.3 0.0634
H 2.2063 -1.0016 1.1056 -1.1 -0.1 0.0 0.0887
H 0.4907 -1.3488 1.7422 0.5 0.3 0.0 0.0842
H 1.1178 0.5985 -2.0773 0.6 0.1 1.1 0.0944
H 2.4553 -0.0307 -1.0651 0.1 0.4 0.0 0.0686
H 1.6138 1.4891 -0.5721 -0.1 -0.2 0.1 0.0703
```
Forces are in eV/Å.

The SMILES is C=C(C)C(C)C. For the lowest unoccupied orbital energy, the calculation gives 1.07 eV. The value obtained for the HOMO-LUMO gap is 10.0992 eV. The HOMO energy comes out at -9.0285 eV. The total energy comes out at -235.7740 Eh.

=====

# C6H12

One molecule with the formula C6H12 (ωB97M-V/def2-TZVPD, OMol25).

```
18
Properties=species:S:1:pos:R:3:forces:R:3:lowdin_charge:R:1
C -0.5400 -1.8761 -1.1362 -0.5 0.4 -0.1 -0.1095
C -0.7234 -1.1162 0.2339 0.2 -0.6 -1.0 -0.2101
C -0.8572 0.4101 0.1499 0.0 -0.3 -0.3 -0.2615
C -0.5198 1.4362 1.2251 0.0 -0.2 0.1 -0.0877
C 0.3134 1.3407 -0.0202 0.1 0.0 -0.2 -0.3237
C 1.7243 0.8126 0.0571 0.1 -0.1 0.0 -0.0761
H -1.2505 -1.4807 -1.8511 -0.2 -0.2 -0.5 0.0556
H 0.4802 -1.7879 -1.5668 -0.6 0.4 0.4 0.0702
H -0.6850 -2.9666 -1.0150 -0.2 0.6 0.1 0.0712
H 0.2009 -1.5430 0.5896 0.2 0.7 1.8 0.0803
H -1.6038 -1.5036 0.7734 0.5 -0.1 -0.1 0.1078
H -1.7420 0.6991 -0.4221 0.2 -0.1 0.0 0.1305
H -0.0825 1.1009 2.1620 0.0 -0.1 -0.2 0.1030
H -1.1584 2.3154 1.3410 0.0 -0.4 -0.1 0.0978
H 0.1694 2.1330 -0.7522 0.1 -0.1 0.1 0.1290
H 2.4255 1.6035 0.3454 -0.1 -0.1 0.0 0.0752
H 2.0436 0.4127 -0.9120 0.0 0.0 0.1 0.0740
H 1.8054 0.0100 0.7984 0.0 0.1 -0.1 0.0741
```
Forces are in eV/Å.

The SMILES is CC[C@H]1C[C@H]1C. For the lowest unoccupied orbital energy, the calculation gives 1.21 eV. The value obtained for the HOMO-LUMO gap is 11.0925 eV. The HOMO energy comes out at -9.8833 eV. The total energy comes out at -235.7640 Eh.

=====

# C6H12

One molecule with the formula C6H12 (ωB97M-V/def2-TZVPD, OMol25).

```
18
Properties=species:S:1:pos:R:3:forces:R:3:lowdin_charge:R:1
C 0.0277 2.1061 0.3797 0.1 0.0 -0.5 -0.0921
C -0.4375 0.6770 0.0774 0.8 -0.3 -2.2 -0.3785
C -0.0359 -0.2595 1.1884 -0.6 0.7 0.1 -0.2523
C -0.0895 -1.6816 0.6655 0.2 0.2 -1.8 -0.1187
C 0.3313 -1.4689 -1.0589 -0.4 -0.4 2.3 -0.1238
C 0.1527 0.0385 -1.3545 -0.6 0.8 2.1 -0.1465
H 1.1166 2.1053 0.2682 0.0 0.2 0.0 0.0743
H -0.1783 2.5339 1.3803 -0.2 -0.6 -0.4 0.0809
H -0.4030 2.7872 -0.3521 0.1 0.2 -0.1 0.0690
H -1.5348 0.5981 -0.0163 0.3 0.2 0.0 0.1300
H -0.8278 0.1446 1.8436 0.4 -1.4 1.0 0.1168
H 0.9415 -0.0270 1.6441 -0.3 0.0 -0.4 0.1176
H 0.4980 -2.3619 1.3346 -0.1 0.4 -1.2 0.0955
H -1.1012 -2.0905 0.6182 0.0 0.2 0.2 0.0796
H 1.3552 -1.8315 -1.1991 -0.2 0.2 -0.1 0.0767
H -0.3475 -2.0936 -1.6662 0.3 0.2 0.4 0.0823
H 1.0959 0.5577 -1.5845 -0.2 -0.3 0.1 0.0920
H -0.5632 0.2663 -2.1683 0.4 -0.3 0.4 0.0974
```
Forces are in eV/Å.

The SMILES is CC1CCCC1. For the lowest unoccupied orbital energy, the calculation gives 1.25 eV. The value obtained for the HOMO-LUMO gap is 11.5675 eV. The HOMO energy comes out at -10.3174 eV. The total energy comes out at -235.7679 Eh.

=====

> Which of these has the lowest HOMO-LUMO gap?

number 1

=====

> Which value of HOMO-LUMO gap does entry 4 give?

11.5675 eV